{
  "formula": "C44H30Cl4F15GeN6O2SV",
  "method": "ωB97M-V with the def2-TZVPD basis set",
  "species": ["V", "Cl", "C", "C", "Cl", "C", "Cl", "C", "O", "C", "O", "C", "Cl", "C", "N", "C", "C", "N", "C", "C", "C", "C", "C", "C", "C", "C", "C", "N", "C", "N", "C", "C", "N", "C", "C", "C", "N", "C", "C", "H", "H", "H", "H", "H", "H", "H", "H", "H", "H", "H", "H", "H", "H", "H", "H", "H", "H", "H", "H", "H", "H", "H", "H", "H", "H", "H", "H", "H", "H", "F", "C", "C", "C", "F", "C", "F", "C", "F", "C", "F", "Ge", "S", "C", "C", "F", "C", "F", "C", "F", "C", "F", "C", "F", "C", "C", "F", "C", "F", "C", "F", "C", "F", "C", "F"],
  "coordinates": [[-1.119, 0.246, 0.712], [-6.758, 1.999, 4.007], [-5.681, 1.700, 2.692], [-6.104, 1.891, 1.380], [-7.712, 2.421, 1.064], [-5.229, 1.655, 0.317], [-5.732, 1.887, -1.320], [-3.923, 1.213, 0.551], [-3.026, 0.955, -0.344], [-3.514, 1.013, 1.892], [-2.255, 0.570, 1.978], [-4.375, 1.261, 2.941], [-3.815, 1.012, 4.553], [-1.639, -2.735, 1.537], [-2.733, -2.435, 0.621], [-4.033, -2.338, 1.276], [-2.497, -1.790, -0.558], [-1.404, -1.054, -0.725], [-0.789, -0.953, -1.989], [-0.693, -2.118, -2.728], [-0.156, -2.150, -4.017], [0.305, -0.998, -4.578], [0.313, 0.205, -3.839], [0.894, 1.344, -4.438], [1.051, 2.498, -3.732], [0.597, 2.558, -2.412], [-0.060, 1.505, -1.801], [-0.427, 1.663, -0.456], [-0.785, 2.837, 0.060], [-1.482, 3.783, -0.599], [-1.455, 5.180, -0.205], [-2.285, 3.507, -1.779], [-0.409, 3.140, 1.338], [-1.367, 3.615, 2.326], [0.852, 2.653, 1.879], [-0.204, 0.257, -2.504], [-3.425, -1.988, -1.522], [-4.195, -3.215, -1.609], [-3.641, -1.044, -2.605], [-1.930, -3.596, 2.138], [-1.418, -1.906, 2.217], [-0.743, -2.981, 0.975], [-3.969, -1.663, 2.133], [-4.340, -3.322, 1.634], [-4.786, -1.949, 0.594], [-1.054, -3.036, -2.281], [-0.103, -3.091, -4.550], [0.722, -0.993, -5.577], [1.245, 1.264, -5.459], [1.539, 3.358, -4.171], [0.783, 3.458, -1.839], [-0.678, 5.363, 0.531], [-2.419, 5.495, 0.202], [-1.247, 5.786, -1.090], [-2.545, 2.454, -1.808], [-1.753, 3.783, -2.694], [-3.205, 4.087, -1.710], [-2.327, 3.821, 1.857], [-1.004, 4.522, 2.816], [-1.523, 2.845, 3.086], [1.500, 2.323, 1.071], [0.717, 1.826, 2.576], [1.338, 3.475, 2.412], [-3.850, -3.928, -0.866], [-4.060, -3.647, -2.604], [-5.261, -3.028, -1.460], [-3.312, -0.056, -2.296], [-4.713, -1.001, -2.806], [-3.118, -1.343, -3.518], [4.328, -1.779, 4.809], [3.134, -1.387, 5.283], [2.157, -0.969, 4.394], [0.972, -0.538, 4.953], [-0.019, -0.114, 4.163], [0.757, -0.509, 6.322], [-0.386, -0.061, 6.833], [1.756, -0.944, 7.175], [1.564, -0.923, 8.487], [2.954, -1.391, 6.652], [3.922, -1.806, 7.468], [2.584, -1.057, 2.423], [1.199, -0.736, 0.828], [3.262, -2.950, 2.468], [2.302, -3.891, 2.802], [1.038, -3.478, 3.021], [2.571, -5.238, 2.942], [1.607, -6.099, 3.271], [3.866, -5.682, 2.741], [4.155, -6.972, 2.865], [4.858, -4.773, 2.419], [6.110, -5.196, 2.245], [4.549, -3.428, 2.293], [5.562, -2.597, 2.035], [4.186, 0.119, 2.240], [4.974, -0.012, 1.109], [4.577, -0.848, 0.144], [6.154, 0.687, 0.943], [6.908, 0.518, -0.142], [6.555, 1.575, 1.928], [7.692, 2.246, 1.794], [5.758, 1.779, 3.041], [6.123, 2.665, 3.969], [4.583, 1.059, 3.174], [3.817, 1.316, 4.246]],
  "forces_ev_per_angstrom": [[1.24, -0.33, -1.46], [0.04, -0.01, 0.02], [-0.12, 0.04, -0.10], [0.14, -0.04, 0.11], [-0.03, 0.02, -0.03], [-0.04, 0.00, 0.05], [0.05, -0.02, -0.08], [0.04, 0.02, 0.24], [0.36, -0.15, 0.25], [-0.86, 0.35, -0.44], [-1.07, 0.18, 2.96], [0.25, -0.10, 0.07], [0.12, -0.04, 0.06], [0.02, -0.07, -0.21], [0.22, 0.57, 0.22], [-0.11, -0.09, -0.01], [-0.23, -0.53, -0.53], [-0.16, -0.73, -0.40], [0.16, -0.42, -0.40], [-0.04, 0.19, 0.31], [0.07, 0.05, -0.13], [-0.02, -0.15, 0.00], [-0.04, 0.01, 0.18], [0.09, 0.14, -0.06], [-0.03, -0.12, -0.12], [-0.11, -0.15, 0.20], [0.31, 0.30, -0.31], [0.23, 0.67, -0.28], [0.19, 0.63, -0.36], [-0.12, -0.16, 0.14], [0.06, 0.13, -0.08], [0.00, -0.06, -0.11], [-0.17, -0.53, 0.06], [-0.07, 0.15, 0.05], [0.12, 0.12, -0.03], [-0.11, 0.05, -0.01], [0.02, 0.16, 0.10], [0.03, -0.03, -0.05], [0.05, 0.08, -0.10], [0.00, 0.01, 0.03], [-0.01, -0.03, 0.10], [0.06, 0.06, 0.02], [0.04, -0.01, -0.01], [-0.05, 0.01, -0.02], [0.04, 0.01, 0.00], [0.00, 0.00, 0.00], [-0.03, 0.02, -0.02], [-0.01, 0.01, 0.00], [0.02, -0.01, 0.02], [0.00, 0.00, -0.01], [-0.03, 0.00, 0.03], [0.00, -0.02, -0.02], [0.01, -0.01, 0.01], [-0.01, -0.01, 0.00], [-0.01, -0.02, 0.01], [0.03, 0.05, 0.05], [0.00, -0.02, 0.02], [0.02, -0.03, 0.00], [-0.01, 0.01, -0.02], [0.04, -0.01, -0.03], [-0.03, -0.05, 0.00], [-0.07, -0.06, 0.06], [-0.03, -0.02, 0.01], [-0.01, -0.02, -0.02], [-0.01, 0.01, 0.01], [0.01, 0.00, 0.01], [-0.01, -0.02, 0.01], [0.00, 0.02, 0.02], [-0.02, -0.06, 0.02], [0.11, 0.02, 0.15], [-0.07, 0.06, -0.17], [-0.07, 0.06, -0.39], [0.18, -0.08, 0.02], [-0.30, 0.14, -0.16], [0.08, -0.02, -0.03], [-0.18, 0.03, -0.02], [-0.05, 0.03, -0.11], [0.00, -0.01, 0.09], [0.12, -0.06, 0.00], [0.03, 0.01, 0.02], [0.66, -0.16, 0.84], [-0.19, -0.07, 0.19], [-0.33, 0.17, -0.21], [0.09, 0.15, -0.11], [-0.05, -0.11, -0.01], [-0.02, 0.04, 0.02], [-0.01, -0.05, -0.01], [-0.05, 0.11, -0.01], [0.03, -0.09, 0.01], [0.03, 0.06, -0.03], [0.03, -0.03, 0.00], [-0.19, -0.02, 0.08], [0.08, 0.02, -0.04], [-0.35, -0.06, -0.04], [-0.15, 0.08, 0.14], [0.18, -0.05, -0.05], [-0.01, -0.05, -0.04], [0.02, 0.00, -0.04], [-0.16, -0.06, 0.02], [0.09, 0.09, -0.03], [0.00, -0.01, 0.02], [0.02, 0.03, 0.01], [-0.02, -0.12, -0.19], [0.10, 0.07, 0.10]],
  "mulliken_charge": [-0.057, -0.205, 0.544, 0.408, -0.210, 0.896, -0.215, -1.008, 0.427, -1.074, -0.030, 0.228, -0.213, -1.457, 0.336, -1.107, -0.413, 1.744, -0.553, -0.334, -1.015, -1.021, 1.162, -0.993, -1.066, -0.428, -0.052, 1.398, -0.184, 0.746, -1.312, -0.907, 0.313, -1.111, -1.476, -0.547, 0.823, -1.374, -0.787, 0.569, 0.345, 0.314, 0.230, 0.377, 0.362, 0.545, 0.428, 0.413, 0.417, 0.402, 0.519, 0.368, 0.381, 0.404, 0.103, 0.309, 0.480, 0.363, 0.351, 0.219, 0.319, 0.288, 0.567, 0.404, 0.381, 0.396, 0.132, 0.452, 0.184, -0.396, 1.006, 0.188, -0.969, 0.060, -0.209, -0.288, 0.605, -0.308, 0.146, -0.309, 1.851, -1.256, -0.549, 0.178, -0.359, 0.008, -0.300, 0.745, -0.302, 0.036, -0.305, 0.400, -0.285, -0.181, 0.131, -0.368, 0.291, -0.307, 0.476, -0.302, 0.272, -0.304, 0.336, -0.333],
  "spin_multiplicity": 3,
  "homo_lumo_gap_ev": [7.53, 7.59],
  "lumo_energy_ev": [-0.06, 0.01],
  "e_homo_ev": [-7.6, -7.6],
  "s_squared": 2.01,
  "total_energy_ev": -243042.3040
}